Molecular formula: C16H21AlN2O2S
Method: DFT, wB97M-V/def2-TZVPD

Computed properties:
LUMO energy	-7.3	eV
E_HOMO	-15.87	eV
charge	+2

Positions of all 43 atoms, in Å:
1 Al -9.02461 -2.51673 10.77620
2 C -11.91392 -4.55457 11.85414
3 C -10.46785 -4.60127 12.08668
4 C -9.55279 -4.67385 11.00284
5 C -8.16499 -4.84851 11.23084
6 C -7.14847 -5.18316 10.14346
7 C -7.68572 -4.78540 12.54755
8 C -8.61057 -4.57179 13.63979
9 C -8.15763 -4.39320 15.04095
10 C -9.99213 -4.62864 13.33479
11 H -12.41785 -3.62173 12.16897
12 H -12.36829 -5.42519 12.35239
13 H -12.23656 -4.69085 10.73080
14 H -9.92822 -5.03030 9.96442
15 H -7.62351 -5.02762 9.16543
16 H -6.92793 -6.28292 10.26193
17 H -6.30005 -4.57182 10.27492
18 H -6.59145 -4.91781 12.68786
19 H -8.89958 -3.68233 15.46491
20 H -7.19608 -4.03200 15.16157
21 H -8.14866 -5.36337 15.57029
22 H -10.77192 -4.74136 14.10231
23 O -7.61476 -1.65047 9.92306
24 C -8.18738 -1.82197 8.78140
25 O -9.33366 -2.41860 8.83230
26 H -7.83917 -1.36726 7.80300
27 C -13.12157 1.47151 13.23401
28 C -12.33822 0.52658 12.46033
29 C -12.73218 -0.07231 11.26780
30 C -11.86111 -0.93453 10.52409
31 N -10.68927 -1.30241 11.08581
32 C -10.31586 -0.83031 12.25538
33 S -8.90890 -1.40070 12.85170
34 N -11.10578 0.15736 12.89065
35 C -12.20257 -1.54532 9.22421
36 H -13.65017 2.15225 12.56153
37 H -12.53018 2.05752 13.97357
38 H -13.96250 1.01043 13.79930
39 H -13.67411 0.16164 10.77262
40 H -10.67116 0.51734 13.74492
41 H -11.66504 -1.24665 8.34398
42 H -13.16752 -1.29347 8.85380
43 H -12.10694 -2.64167 9.36333


Molecular formula: C11H25NO4Tl
Method: DFT, wB97M-V/def2-TZVPD

Computed properties:
LUMO energy	-7.1	eV
E_HOMO	-9.01	eV
charge	+1

Positions of all 42 atoms, in Å:
1 Tl 9.86484 -15.29822 6.81979
2 C 10.11494 -9.85783 4.65999
3 C 11.01170 -9.39811 3.52463
4 C 11.76292 -8.11072 4.01187
5 C 13.04187 -7.58837 3.15264
6 C 13.95742 -8.76650 2.77446
7 C 13.23920 -10.06527 2.25275
8 N 12.08673 -10.41077 3.19007
9 O 11.59855 -11.73202 3.02147
10 C 14.33437 -11.15974 2.21714
11 C 12.83503 -9.87200 0.82739
12 C 10.11571 -8.87419 2.33244
13 H 9.20224 -10.28666 4.24628
14 H 9.89006 -9.11197 5.42238
15 H 10.71036 -10.59751 5.19520
16 H 12.14940 -8.22213 5.02494
17 H 11.05745 -7.28641 3.90739
18 H 13.52784 -6.73656 3.62843
19 H 12.64371 -7.35685 2.16474
20 H 14.56260 -9.00220 3.64985
21 H 14.56500 -8.39670 1.94851
22 H 14.71511 -11.43911 3.19952
23 H 15.25949 -10.85206 1.72972
24 H 14.06237 -12.07715 1.69513
25 H 12.57393 -8.83469 0.61784
26 H 11.97221 -10.48607 0.56943
27 H 13.65141 -10.07774 0.13508
28 H 10.68576 -8.25901 1.63624
29 H 9.32187 -8.19720 2.64806
30 H 9.57981 -9.66618 1.80933
31 O 8.78979 -17.85180 3.72100
32 H 8.78364 -18.76980 4.05530
33 C 15.04463 -13.91330 7.90436
34 C 14.76292 -14.55970 9.31788
35 O 13.53381 -15.37568 9.29607
36 O 13.82424 -13.31403 7.36509
37 H 15.43447 -14.73697 7.30629
38 H 15.81806 -13.15732 7.76867
39 H 14.62897 -13.73331 10.01591
40 H 15.59394 -15.18408 9.64598
41 H 13.23613 -15.59995 10.18076
42 H 14.12159 -12.67992 6.70852


Molecular formula: C4H10O
Method: DFT, wB97M-V/def2-TZVPD

Computed properties:
LUMO energy	1.0	eV
E_HOMO	-10.20	eV
structure (SMILES)	CC(C)CO
energy above the lowest of the compared OMol25 structures with the same formula, charge and spin	22.67	kJ/mol

Positions of all 15 atoms, in Å:
1 C 0.11042 1.59875 0.12308
2 C 0.14760 0.08678 0.34942
3 C 1.37232 -0.54106 -0.31249
4 C -1.14878 -0.52735 -0.18544
5 O -1.24924 -1.92664 -0.00077
6 H 1.02885 2.07767 0.47957
7 H -0.73898 2.06655 0.63538
8 H 0.01439 1.82032 -0.94818
9 H 0.19860 -0.11012 1.43141
10 H 1.38210 -0.31135 -1.38605
11 H 2.30240 -0.15174 0.11838
12 H 1.36466 -1.62850 -0.19610
13 H -1.20282 -0.35461 -1.26786
14 H -2.01210 -0.01234 0.26220
15 H -1.56943 -2.08636 0.89747


Molecular formula: C16H21AlBr3Cl4F10MgNO7
Method: DFT, wB97M-V/def2-TZVPD

Computed properties:
LUMO energy	-2.6	eV
E_HOMO	-7.42	eV

Positions of all 64 atoms, in Å:
1 C 0.33875 -0.64860 5.54397
2 C -0.08531 -1.86973 4.79784
3 C 0.98775 -2.67232 4.22384
4 C 1.07938 -4.22680 4.55490
5 F 2.21588 -4.54207 5.26516
6 C -1.08868 -1.45809 3.70984
7 C -2.09137 -2.52302 3.30930
8 C -3.11016 -2.67152 4.42597
9 Br -2.95894 -2.02654 1.61380
10 H -0.11962 -0.61026 6.54032
11 H -0.03360 0.22481 5.01886
12 H 1.41547 -0.61856 5.68030
13 H 2.03905 -2.23852 4.51505
14 H 0.88754 -2.63303 3.13510
15 H 0.19532 -4.47032 5.13526
16 H 1.02973 -4.76919 3.62464
17 H -1.68321 -0.64016 4.11331
18 H -0.44561 -1.14319 2.87943
19 H -1.62688 -3.54408 3.17597
20 H -2.63165 -3.25344 5.20807
21 H -3.37544 -1.69624 4.83134
22 H -3.98796 -3.20628 4.08820
23 Mg 0.04205 -0.92719 1.07468
24 N 0.80232 3.23401 5.60209
25 O 1.39361 3.01477 4.31065
26 O 1.27343 4.07154 6.30654
27 O -0.19374 2.61104 5.83644
28 C -3.33234 0.99988 -4.35674
29 C -2.26335 0.02399 -3.84172
30 C -1.40533 0.47595 -2.66025
31 F -0.66707 1.55532 -2.93110
32 F -0.50295 -0.56108 -2.36978
33 F -1.45946 -0.35830 -4.85853
34 F -2.91647 -1.08286 -3.40779
35 O -3.00819 1.77500 -5.48644
36 C -2.33156 2.95539 -5.37823
37 C -0.96273 2.89023 -6.06598
38 F -0.21279 1.89716 -5.52783
39 F -0.31753 4.05446 -5.87183
40 F -2.22157 3.34560 -4.09451
41 F -3.04849 3.89122 -6.02136
42 H -4.14551 0.36078 -4.69504
43 H -3.74348 1.60696 -3.54948
44 H -2.00242 0.65988 -1.76537
45 H -1.08399 2.70710 -7.13477
46 Al 1.66075 -0.70747 -1.96692
47 C 1.57087 -0.46133 -6.73603
48 C 2.67568 -1.48986 -6.60079
49 O 2.32898 -2.43500 -7.58622
50 C 1.64532 -1.77338 -8.57152
51 O 1.43426 -2.19881 -9.64557
52 O 1.25399 -0.55104 -8.12561
53 F 2.66493 -2.08781 -5.37764
54 H 0.69658 -0.73476 -6.14321
55 H 1.88320 0.54537 -6.47348
56 H 3.67807 -1.10798 -6.79914
57 Br 0.10381 3.97006 3.32186
58 Cl 3.37638 -0.93690 4.54508
59 Br -1.30307 -5.39981 4.03196
60 C 4.24457 5.41941 4.74026
61 Cl 4.01603 6.97151 5.54416
62 Cl 4.51655 5.64987 3.00659
63 Cl 5.57066 4.52254 5.46601
64 H 3.33962 4.84170 4.86614


Molecular formula: C20H15N7O3Pd
Method: DFT, wB97M-V/def2-TZVPD

Computed properties:
spin multiplicity	2
LUMO energy (alpha / beta)	-4.6 / -5.5	eV
E_HOMO (alpha / beta)	-11.56 / -11.54	eV
charge	+1
energy above the lowest of the compared OMol25 structures with the same formula, charge and spin	78.25	kJ/mol

Positions of all 46 atoms, in Å:
1 Pd -0.44256 0.75371 0.19603
2 O -4.22767 1.64334 -0.57820
3 C -3.18065 1.18997 -0.16304
4 N -2.01442 1.85126 -0.04115
5 C -1.85341 3.21000 -0.50128
6 C -0.39204 3.52013 -0.50843
7 C 0.09525 4.81607 -0.48438
8 C 1.45682 5.03523 -0.58494
9 C 2.30391 3.94625 -0.73804
10 C 1.75506 2.68337 -0.72628
11 N 0.44205 2.45941 -0.58647
12 C -3.05128 -0.21768 0.37281
13 C -4.09338 -1.11872 0.35187
14 C -3.89136 -2.37437 0.90362
15 C -2.66447 -2.67478 1.47975
16 C -1.66164 -1.72344 1.45270
17 N -1.85636 -0.52472 0.90255
18 H -2.41282 3.91764 0.11412
19 H -2.23357 3.31143 -1.52560
20 H -0.59991 5.63920 -0.39292
21 H 1.85306 6.04137 -0.55827
22 H 3.37044 4.06815 -0.86069
23 H 2.36842 1.80513 -0.87432
24 H -5.03284 -0.80713 -0.08395
25 H -4.68173 -3.11292 0.88832
26 H -2.48039 -3.63147 1.94741
27 H -0.69008 -1.90487 1.89432
28 O 1.13561 0.25481 2.19316
29 N 2.06242 0.52088 1.47838
30 C 3.34788 0.64048 1.55793
31 C 4.07948 0.37529 0.35173
32 N 4.61221 0.14303 -0.63869
33 C 3.98047 1.20670 2.71618
34 N 4.44530 1.67169 3.65722
35 O 0.14074 -1.02619 -1.31033
36 N 0.49716 -2.27583 -1.16699
37 C 1.73431 -2.59687 -0.73664
38 C 2.10570 -3.91395 -0.57574
39 C 1.20881 -4.92583 -0.88065
40 C -0.04205 -4.57543 -1.36407
41 C -0.37802 -3.24631 -1.50166
42 H 2.38562 -1.75270 -0.56750
43 H 3.10619 -4.13190 -0.23022
44 H 1.48274 -5.96358 -0.75548
45 H -0.76582 -5.32540 -1.64944
46 H -1.32318 -2.88047 -1.87275


Molecular formula: C28H21BrN6O2Os
Method: DFT, wB97M-V/def2-TZVPD

Computed properties:
LUMO energy (alpha / beta)	-7.7 / -7.7	eV
E_HOMO (alpha / beta)	-12.98 / -12.98	eV
charge	+2
energy above the lowest of the compared OMol25 structures with the same formula, charge and spin	133.28	kJ/mol

Positions of all 59 atoms, in Å:
1 Os -0.00971 -0.30185 0.05311
2 C 0.31862 3.26544 -2.38388
3 C -0.09848 2.02988 -1.87937
4 N 0.61576 1.35774 -0.98816
5 C 1.79730 1.88319 -0.55506
6 C 2.29036 3.10415 -1.02705
7 C 1.50352 3.80690 -1.96006
8 C 3.56223 3.53216 -0.56336
9 C 4.29356 2.73202 0.27592
10 C 3.81055 1.48767 0.71381
11 C 2.54377 1.07429 0.33854
12 N 1.89061 -0.09773 0.62660
13 C 2.50751 -1.29189 1.00913
14 C 3.50133 -1.51325 1.92933
15 C 4.02946 -2.81402 2.07789
16 C 3.59739 -3.85735 1.30608
17 C 2.56173 -3.65898 0.35794
18 C 2.05147 -4.65163 -0.50681
19 C 1.05914 -4.32767 -1.39354
20 C 0.52629 -3.03168 -1.39722
21 N 0.96990 -2.08284 -0.59017
22 C 2.00729 -2.37983 0.25500
23 H -0.30754 3.77042 -3.10495
24 H -1.04360 1.59706 -2.17230
25 H 1.84694 4.75985 -2.34345
26 H 3.95304 4.48432 -0.89772
27 H 5.27177 3.05364 0.60622
28 H 4.43670 0.87885 1.34705
29 H 3.85657 -0.71889 2.56967
30 H 4.80364 -2.97632 2.81533
31 H 4.03649 -4.84093 1.41205
32 H 2.45735 -5.65514 -0.47203
33 H 0.66399 -5.05623 -2.08687
34 H -0.28037 -2.77230 -2.06895
35 C -4.58412 3.10143 0.56715
36 N -3.36050 2.44652 1.05363
37 C -2.95476 2.65306 2.33771
38 C -1.82921 2.11500 2.85499
39 C -1.07783 1.29964 1.96899
40 O 0.00310 0.69103 2.19300
41 N -1.50214 1.08752 0.70295
42 C -2.62094 1.66878 0.16613
43 O -2.95494 1.52496 -1.00090
44 H -5.38414 2.94464 1.28646
45 H -4.85425 2.66029 -0.38412
46 H -4.41299 4.16798 0.43240
47 H -3.60397 3.29099 2.92273
48 H -1.51616 2.28997 3.87101
49 Br -1.25861 -2.21666 1.73278
50 C -2.33782 -2.10597 0.18282
51 C -3.47536 -2.85338 -0.00044
52 C -4.14765 -2.68138 -1.20492
53 C -3.65627 -1.79019 -2.14576
54 C -2.51382 -1.07064 -1.85706
55 N -1.85790 -1.22982 -0.69634
56 H -3.81715 -3.54127 0.75875
57 H -5.04800 -3.24777 -1.40333
58 H -4.15648 -1.63950 -3.09134
59 H -2.10274 -0.35427 -2.55002


Molecular formula: HN2O3S
Method: DFT, wB97M-V/def2-TZVPD

Computed properties:
LUMO energy	4.2	eV
E_HOMO	-3.02	eV
charge	-1
energy above the lowest of the compared OMol25 structures with the same formula, charge and spin	403.23	kJ/mol

Positions of all 7 atoms, in Å:
1 N 1.72915 0.24395 3.61298
2 N 2.23054 0.91809 2.88717
3 O 0.79898 1.02968 0.84454
4 O 2.99119 1.65232 2.42194
5 O 1.41993 -1.13582 -0.17713
6 S 0.37819 -0.32964 0.39071
7 H 0.16541 -0.84113 1.98992


Molecular formula: C3H3BrF2
Method: DFT, wB97M-V/def2-TZVPD

Computed properties:
LUMO energy (alpha / beta)	0.1 / 0.1	eV
E_HOMO (alpha / beta)	-8.83 / -8.84	eV
energy above the lowest of the compared OMol25 structures with the same formula, charge and spin	373.34	kJ/mol

Positions of all 9 atoms, in Å:
1 C -1.19679 -1.10500 0.08180
2 C -0.93636 0.17949 -0.02190
3 C 1.37345 0.80133 -0.14383
4 F -1.67545 1.24456 -0.25234
5 F 1.27938 1.69965 0.85351
6 Br 2.14294 -0.72224 0.34318
7 H -2.22008 -1.55484 0.27474
8 H -0.33270 -1.72776 0.00207
9 H 1.56560 1.18481 -1.13723